1.
Formula: C4H10O
Source: the OMol25 dataset
Level of theory: ωB97M-V/def2-TZVPD

Summary:
Structure (SMILES) = CC(C)CO
Total charge = 0
Kohn-Sham gap = 0.402 hartree
Energy relative to the best compared isomer or geometry (same formula, charge and spin) = 228.43 kJ/mol
HOMO energy = -10.1 eV

Each atom is followed by the atoms it is bonded to, with distances in Å.
Positions of all 15 atoms, in Å:
1 C 1.748 -0.263 -0.582  C2 1.516, H6 1.136, H7 1.049, H8 1.141
2 C 0.285 -0.484 -0.254  C1 1.516, C3 1.577, C4 1.557, H9 1.152
3 C 0.031 -1.155 1.151  C2 1.577, H10 1.320, H11 1.224, H12 1.211
4 C -0.371 0.911 -0.478  C2 1.557, O5 1.467, H13 1.157, H14 1.119
5 O -1.709 0.878 0.124  C4 1.467, H15 1.062
6 H 1.924 0.398 -1.490  C1 1.136
7 H 2.177 0.223 0.243  C1 1.049
8 H 2.120 -1.328 -0.749  C1 1.141
9 H -0.246 -1.201 -0.983  C2 1.152
10 H 0.071 -0.142 1.995  C3 1.320
11 H 0.844 -2.061 1.284  C3 1.224
12 H -1.084 -1.627 1.160  C3 1.211
13 H -0.153 1.257 -1.559  C4 1.157
14 H 0.117 1.652 0.204  C4 1.119
15 H -2.259 1.752 -0.125  O5 1.062

2.
Formula: C4H10O
Source: the OMol25 dataset
Level of theory: ωB97M-V/def2-TZVPD

Summary:
Structure (SMILES) = C=COCC.[H][H]
Total charge = 0
Kohn-Sham gap = 0.364 hartree
Energy relative to the best compared isomer or geometry (same formula, charge and spin) = 241.38 kJ/mol
HOMO energy = -8.7 eV

Each atom is followed by the atoms it is bonded to, with distances in Å.
Positions of all 15 atoms, in Å:
1 C 1.805 1.024 -0.027  C2 1.334, H6 1.082, H7 1.081
2 C 0.886 0.076 -0.212  C1 1.334, O3 1.352, H8 1.094
3 O -0.233 0.361 -0.916  C2 1.352, C4 1.413
4 C -1.376 -0.432 -0.669  O3 1.413, C5 1.513, H9 1.102, H10 1.094
5 C -2.154 0.196 0.466  C4 1.513, H11 1.093, H12 1.094, H13 1.096
6 H 1.520 2.052 -0.211  C1 1.082
7 H 2.846 0.832 0.191  C1 1.081
8 H 0.941 -0.959 0.137  C2 1.094
9 H -1.093 -1.475 -0.451  C4 1.102
10 H -1.935 -0.425 -1.609  C4 1.094
11 H -3.117 -0.295 0.627  C5 1.093
12 H -2.318 1.250 0.222  C5 1.094
13 H -1.567 0.150 1.390  C5 1.096
14 H 2.967 -0.926 0.794  H15 0.741
15 H 2.827 -1.429 0.269  H14 0.741

Question: Which of these has the highest Kohn-Sham gap?
Answer: number 1

Question: Which of these has the highest HOMO energy?
Answer: number 2

Question: Look up the total charge of the first one.
Answer: 0

Repeat the second record exactly.
Formula: C4H10O
Source: the OMol25 dataset
Level of theory: ωB97M-V/def2-TZVPD

Summary:
Structure (SMILES) = C=COCC.[H][H]
Total charge = 0
Kohn-Sham gap = 0.364 hartree
Energy relative to the best compared isomer or geometry (same formula, charge and spin) = 241.38 kJ/mol
HOMO energy = -8.7 eV

Each atom is followed by the atoms it is bonded to, with distances in Å.
Positions of all 15 atoms, in Å:
1 C 1.805 1.024 -0.027  C2 1.334, H6 1.082, H7 1.081
2 C 0.886 0.076 -0.212  C1 1.334, O3 1.352, H8 1.094
3 O -0.233 0.361 -0.916  C2 1.352, C4 1.413
4 C -1.376 -0.432 -0.669  O3 1.413, C5 1.513, H9 1.102, H10 1.094
5 C -2.154 0.196 0.466  C4 1.513, H11 1.093, H12 1.094, H13 1.096
6 H 1.520 2.052 -0.211  C1 1.082
7 H 2.846 0.832 0.191  C1 1.081
8 H 0.941 -0.959 0.137  C2 1.094
9 H -1.093 -1.475 -0.451  C4 1.102
10 H -1.935 -0.425 -1.609  C4 1.094
11 H -3.117 -0.295 0.627  C5 1.093
12 H -2.318 1.250 0.222  C5 1.094
13 H -1.567 0.150 1.390  C5 1.096
14 H 2.967 -0.926 0.794  H15 0.741
15 H 2.827 -1.429 0.269  H14 0.741